C21H24BBrNO5RuS5 as an isolated structure in a non-equilibrium geometry, computed with wB97M-V/def2-TZVPD.

Calculated values
HOMO (spin up / spin down): -0.2431 / -0.2730 Ha
HOMO-LUMO gap (spin up / spin down): 6.38 / 7.22 eV
2S+1: 2
Largest force on an atom: 4.64 eV/A

CARTESIAN COORDINATES (ANGSTROEM)
Ru 0.7006 0.4681 -0.0815
C 4.1732 1.3454 0.7638
C 3.7970 0.6157 2.0407
S 1.9931 0.6511 2.4176
C 1.8108 -1.0638 3.0885
C 0.3566 -1.4964 3.1460
S -0.5654 -1.3978 1.5595
C -0.2840 -3.0474 0.8293
C 1.1231 -3.3436 0.3431
S 1.6843 -2.1278 -0.9226
C 3.4517 -1.9820 -0.4348
C 4.0962 -0.7915 -1.1152
S 3.3195 0.8620 -0.7830
H 5.2433 1.2290 0.5817
H 3.9321 2.4077 0.8265
H 4.2950 1.0956 2.8848
H 4.1163 -0.4239 2.0027
H 2.2258 -1.0601 4.0987
H 2.4018 -1.7387 2.4704
H -0.1950 -0.8345 3.8122
H 0.2800 -2.5211 3.5098
H -0.9754 -3.0611 -0.0143
H -0.5966 -3.7905 1.5655
H 1.1297 -4.3271 -0.1327
H 1.8417 -3.3436 1.1630
H 3.9497 -2.9082 -0.7299
H 3.4987 -1.8812 0.6478
H 4.0160 -0.8933 -2.1970
H 5.1478 -0.7243 -0.8381
O -1.4229 1.5164 1.1341
B -0.7837 2.7679 0.9335
O -1.5360 3.7892 1.5247
C -2.6185 3.1754 2.0635
C -3.6671 3.7276 2.7678
C -4.6784 2.8698 3.1801
C -4.6383 1.5138 2.9010
C -3.5687 0.9459 2.2186
C -2.5639 1.7962 1.8094
H -3.6974 4.7814 2.9833
H -5.5166 3.2795 3.7236
H -5.4592 0.8893 3.2192
H -3.5151 -0.1100 2.0050
Br -2.3207 -2.8031 -2.4375
C -2.2365 -1.4668 -3.7756
C -2.9418 -1.7008 -4.9457
C -2.9023 -0.7671 -5.9651
C -2.1407 0.3828 -5.8227
C -1.4311 0.5996 -4.6577
C -1.4723 -0.3180 -3.6121
C -0.6940 -0.0176 -2.3639
O -0.9176 -0.7100 -1.3376
O 0.1529 0.8961 -2.3870
H -3.5154 -2.6081 -5.0584
H -3.4643 -0.9421 -6.8702
H -2.0989 1.1071 -6.6211
H -0.8130 1.4735 -4.5207
O 2.6713 3.2975 -0.6317
S 1.3804 3.9563 -0.2620
N 0.4422 2.7614 0.3025